(w)
Here is a 2-piece molecular cluster, C9H14 overall from the Open Molecules 2025 dataset. Energies are from ωB97M-V/def2-TZVPD.

Atoms and positions in Å:
1 C -3.24525 -0.51520 2.45657
2 C -0.67266 0.42532 -0.14549
3 C -1.87490 0.38220 0.53701
4 C 0.48653 -0.16887 0.33665
5 C -1.91965 -0.32430 1.74638
6 C 0.40543 -0.85858 1.54634
7 C -0.79352 -0.96340 2.24422
8 H -0.62673 0.85447 -1.14180
9 H -2.74180 0.96734 0.26860
10 H 1.42516 -0.21403 -0.18493
11 H 1.33346 -1.28985 1.90528
12 H -3.33739 0.13227 3.34115
13 H -3.33617 -1.52235 2.83952
14 H -0.77846 -1.43975 3.21750
15 H -4.05968 -0.17088 1.83189
16 C 2.88932 0.34133 -1.96436
17 C 2.05352 0.82523 -3.15370
18 H 2.71069 -0.70921 -1.76995
19 H 3.94142 0.46958 -2.20218
20 H 2.62040 0.94443 -1.10567
21 H 1.53721 1.75162 -2.97442
22 H 2.63100 0.99757 -4.07239
23 H 1.35206 0.08506 -3.55620

Computed properties:
Kohn-Sham gap in eV: 10.03
LUMO energy in Ha: 0.0397
SMILES: Cc1ccccc1.CC

***

(x)
Here is a 2-piece molecular cluster, C9H14 overall from the Open Molecules 2025 dataset. Energies are from ωB97M-V/def2-TZVPD.

Atoms and positions in Å:
1 C 0.41128 -1.27590 1.85748
2 C -0.35697 2.44765 1.94127
3 C 0.28772 1.21163 2.12210
4 C -1.61523 2.42571 1.37809
5 C -0.32390 0.00235 1.73579
6 C -2.26891 1.23961 1.05088
7 C -1.65163 0.03957 1.29433
8 H 0.16069 3.38998 2.11367
9 H 1.27935 1.12722 2.52484
10 H -1.93647 3.39160 0.98680
11 H -3.16714 1.34093 0.44733
12 H 0.78191 -1.58280 0.85447
13 H -0.28550 -2.02095 2.30995
14 H -2.21022 -0.86970 1.05736
15 H 1.35744 -1.20445 2.37413
16 C 1.41620 -0.53796 -3.20749
17 C 0.93273 -1.87108 -2.72749
18 H 0.68337 0.14972 -3.63807
19 H 2.15349 0.00242 -2.56846
20 H 1.91337 -0.74483 -4.18414
21 H 1.51554 -2.71327 -3.19229
22 H -0.13289 -2.08846 -2.88848
23 H 1.05576 -1.85899 -1.64206

Computed properties:
Kohn-Sham gap in eV: 9.86
LUMO energy in Ha: 0.0345
SMILES: Cc1ccccc1.CC

***

(y)
Here is a 2-piece molecular cluster, C9H14 overall from the Open Molecules 2025 dataset. Energies are from ωB97M-V/def2-TZVPD.

Atoms and positions in Å:
1 C -1.25371 3.57758 0.70460
2 C 0.20138 0.06867 -1.30610
3 C -0.34465 1.12231 -2.03504
4 C 0.26898 0.15938 0.07325
5 C -0.79908 2.27490 -1.42652
6 C -0.15411 1.32350 0.70905
7 C -0.72616 2.35642 -0.02190
8 H 0.56542 -0.80446 -1.82864
9 H -0.41681 1.05040 -3.11491
10 H 0.46092 -0.71144 0.68687
11 H -1.14646 3.16358 -1.92681
12 H -0.02790 1.49297 1.76724
13 H -0.93943 3.53796 1.75120
14 H -2.33954 3.60860 0.82560
15 H -0.91575 4.48425 0.21096
16 C 0.86954 -4.26859 1.88196
17 C 1.48855 -4.71077 0.56816
18 H 0.66081 -5.05590 2.59181
19 H 1.43234 -3.42202 2.28464
20 H -0.04338 -3.72020 1.61677
21 H 1.62840 -3.98264 -0.23246
22 H 0.88815 -5.49742 0.09481
23 H 2.47452 -5.17443 0.65961

Computed properties:
Kohn-Sham gap in eV: 10.00
LUMO energy in Ha: 0.0359
SMILES: Cc1ccccc1.CC

***

(z)
Here is a 2-piece molecular cluster, C9H14 overall from the Open Molecules 2025 dataset. Energies are from ωB97M-V/def2-TZVPD.

Atoms and positions in Å:
1 C 2.08982 -0.33654 -0.01098
2 C -0.79716 -0.15842 2.43999
3 C -1.35806 1.07764 2.13073
4 C 0.29445 -0.60711 1.72412
5 C 0.85849 0.14303 0.69194
6 C -0.85691 1.82631 1.08094
7 C 0.24722 1.34890 0.38012
8 H -1.32150 -0.75359 3.17436
9 H -2.15992 1.46390 2.75649
10 H 0.72922 -1.57207 1.93098
11 H -1.25076 2.82144 0.95289
12 H 1.83050 -0.98895 -0.85521
13 H 2.69744 -0.93575 0.67416
14 H 0.64738 1.94607 -0.42520
15 H 2.73791 0.42007 -0.44553
16 C -0.37767 -1.67022 -2.68493
17 C -0.32338 -0.75222 -3.87427
18 H -0.24900 -1.22438 -1.70072
19 H -1.29724 -2.26280 -2.68567
20 H 0.43500 -2.40579 -2.74704
21 H -0.06526 -1.24929 -4.81494
22 H 0.44876 0.03293 -3.77198
23 H -1.21065 -0.12714 -4.04426

Computed properties:
Kohn-Sham gap in eV: 10.07
LUMO energy in Ha: 0.0374
SMILES: Cc1ccccc1.CC

***

Order of stability, best first: (z), (y), (w), (x)

***

(w)
Here is a 2-piece molecular cluster, C9H14 overall from the Open Molecules 2025 dataset. Energies are from ωB97M-V/def2-TZVPD.

Atoms and positions in Å:
1 C -1.01985 -1.37899 1.81709
2 C -2.16504 -1.34042 -0.40745
3 C -0.99176 -1.20239 0.32816
4 C -2.13306 -1.11022 -1.77660
5 C -0.92710 -1.06832 -2.46012
6 C 0.21251 -0.94422 -0.33395
7 C 0.23876 -1.03121 -1.71523
8 H -3.09115 -1.49245 0.13042
9 H -3.06183 -1.17954 -2.32801
10 H -1.71882 -0.71811 2.33135
11 H -0.05694 -1.23214 2.31558
12 H -0.95210 -1.08855 -3.53943
13 H 1.09757 -1.05174 0.27877
14 H 1.16565 -0.95279 -2.27471
15 H -1.23950 -2.41436 2.07175
16 C 1.22734 2.11211 0.24645
17 C 2.36274 2.50215 1.20155
18 H 1.59584 1.31838 -0.40397
19 H 0.38064 1.71057 0.78772
20 H 0.92823 2.88970 -0.45541
21 H 2.10071 2.48891 2.25445
22 H 3.18447 1.78421 1.10141
23 H 2.86267 3.39940 0.83016

Computed properties:
Kohn-Sham gap in eV: 10.04
LUMO energy in Ha: 0.0374
SMILES: Cc1ccccc1.CC

***

(x)
Here is a 2-piece molecular cluster, C9H14 overall from the Open Molecules 2025 dataset. Energies are from ωB97M-V/def2-TZVPD.

Atoms and positions in Å:
1 C -0.09344 -2.13557 -1.78488
2 C 0.51133 -2.97126 -2.89959
3 H -1.15512 -1.96685 -1.95101
4 H -0.05881 -2.65595 -0.82809
5 H 0.44369 -1.20091 -1.66587
6 H 1.57924 -2.78762 -3.03190
7 H 0.09939 -2.78316 -3.89320
8 H 0.39610 -4.05051 -2.75302
9 C 1.81032 2.20679 1.96299
10 C -0.97165 -0.25133 1.15279
11 C 0.26134 0.27834 1.53719
12 C -1.94541 0.59853 0.66641
13 C 0.53750 1.63033 1.40821
14 C -1.69810 1.96424 0.55382
15 C -0.45805 2.46532 0.89278
16 H -1.12278 -1.32119 1.13346
17 H 1.05667 -0.39362 1.83017
18 H -2.90436 0.22418 0.33646
19 H -2.47922 2.60015 0.16968
20 H 1.88244 3.26734 1.74848
21 H 2.68801 1.69898 1.57174
22 H -0.21228 3.51571 0.80102
23 H 1.83319 2.06804 3.04238

Computed properties:
Kohn-Sham gap in eV: 10.03
LUMO energy in Ha: 0.0372
SMILES: Cc1ccccc1.CC

***

Order of stability, best first: (x), (w)